A structure of composition C40H33BrF9N8O5PSV at a distorted geometry. Source: OMol25; level of theory: the ωB97M-V functional and the def2-TZVPD basis.

## Properties
⟨S²⟩: 3.770
Multiplicity: 4
ΔE to the lowest compared entry with this formula, charge and spin, kJ/mol: 137.1
Orbital gap (alpha / beta), Ha: 0.25139 / 0.21529

Last column: Mulliken spin population.
Element x y z (Å)
V1 -0.699 -0.166 2.648  2.0934
N1 5.895 -4.737 1.987  0.0000
C1 4.968 -3.723 2.099  -0.0003
C2 3.916 -3.621 1.184  0.0003
C3 3.003 -2.590 1.286  -0.0001
C4 3.150 -1.642 2.289  0.0037
C5 4.188 -1.728 3.210  -0.0007
C6 5.094 -2.759 3.109  0.0007
S1 1.940 -0.416 2.501  0.0258
O1 0.948 -0.560 1.387  -0.0684
O2 2.557 0.864 2.646  -0.0083
N2 1.020 -0.753 3.791  -0.0143
C7 0.520 -2.073 3.763  0.0071
N3 -0.770 -2.086 3.411  -0.0117
C8 -1.412 -3.252 3.357  0.0045
C9 -0.743 -4.415 3.671  -0.0018
C10 0.604 -4.301 3.981  0.0046
N4 1.253 -3.140 4.033  -0.0041
H1 5.640 -5.541 1.441  0.0000
H2 6.467 -4.935 2.789  0.0000
H3 3.815 -4.356 0.395  0.0000
H4 2.179 -2.515 0.588  0.0010
H5 4.280 -0.990 3.996  -0.0001
H6 5.911 -2.833 3.818  0.0000
H7 -2.452 -3.232 3.067  -0.0002
H8 -1.236 -5.373 3.631  0.0002
H9 1.197 -5.184 4.190  0.0000
N5 -2.296 -0.077 1.238  -0.0327
C11 -3.427 0.572 1.906  -0.0033
C12 -4.784 0.406 1.233  -0.0020
C13 -5.125 1.504 0.224  0.0006
C14 -5.097 2.921 0.813  -0.0009
N6 -3.802 3.588 0.657  -0.0012
C15 -3.295 3.953 -0.510  0.0035
N7 -2.035 4.373 -0.573  -0.0006
N8 -4.043 3.909 -1.617  0.0002
C16 -3.393 0.162 3.387  0.0114
O3 -4.398 -0.054 4.024  -0.0017
O4 -2.172 0.130 3.849  -0.0009
H10 -2.017 0.378 0.373  -0.0125
H11 -2.434 -1.082 1.004  -0.0007
H12 -3.141 1.621 1.962  0.0015
H13 -5.542 0.368 2.017  -0.0002
H14 -4.812 -0.560 0.723  0.0005
H15 -6.125 1.320 -0.176  -0.0003
H16 -4.442 1.453 -0.631  -0.0005
H17 -5.296 2.890 1.884  -0.0001
H18 -5.872 3.561 0.383  0.0000
H19 -3.168 3.620 1.445  -0.0005
H20 -1.397 4.089 0.169  0.0125
H21 -1.610 4.545 -1.470  -0.0033
H22 -5.027 3.716 -1.567  -0.0001
H23 -3.655 4.175 -2.505  0.0002
F1 3.313 6.582 0.405  0.0114
C17 2.712 5.456 0.026  0.0571
C18 3.189 4.761 -1.075  -0.0392
F2 4.246 5.237 -1.736  -0.0023
C19 2.569 3.598 -1.500  0.0982
F3 3.078 3.017 -2.593  0.0106
C20 1.469 3.060 -0.826  0.0662
P1 0.588 1.484 -1.236  0.0738
C21 1.987 0.403 -1.695  0.0078
C22 1.809 -0.578 -2.664  0.0023
C23 2.826 -1.481 -2.947  0.0008
C24 4.029 -1.410 -2.263  0.0001
C25 4.205 -0.446 -1.279  0.0005
C26 3.188 0.448 -0.987  -0.0014
C27 -0.145 1.949 -2.861  0.0038
C28 0.550 2.138 -4.055  0.0015
C29 -0.121 2.503 -5.212  -0.0008
C30 -1.499 2.676 -5.200  0.0019
C31 -2.207 2.469 -4.026  -0.0011
C32 -1.532 2.103 -2.869  -0.0043
C33 1.048 3.812 0.243  0.5699
Br1 -0.431 2.346 2.341  0.0799
C34 1.603 4.971 0.700  0.0418
F4 1.105 5.654 1.738  0.0055
H24 0.875 -0.643 -3.204  -0.0005
H25 2.670 -2.238 -3.706  0.0000
H26 4.826 -2.107 -2.490  0.0000
H27 5.133 -0.399 -0.723  0.0000
H28 3.331 1.176 -0.197  -0.0043
H29 1.622 1.994 -4.081  -0.0001
H30 0.434 2.645 -6.130  -0.0001
H31 -2.020 2.945 -6.110  0.0001
H32 -3.289 2.546 -4.024  0.0000
H33 -2.087 1.890 -1.961  0.0039
F5 -0.222 -4.687 -4.125  0.0000
C35 -0.597 -4.187 -2.934  0.0001
C36 -1.042 -2.884 -2.820  -0.0004
F6 -1.114 -2.109 -3.917  0.0000
C37 -1.413 -2.371 -1.593  -0.0033
F7 -1.842 -1.082 -1.550  -0.0011
C38 -1.403 -3.118 -0.397  0.0079
O5 -1.758 -2.656 0.745  0.0137
C39 -0.946 -4.446 -0.572  -0.0003
F8 -0.884 -5.247 0.512  0.0001
C40 -0.555 -4.965 -1.788  -0.0001
F9 -0.127 -6.233 -1.869  0.0000